Entry from the Open Molecules 2025 dataset: C42H36AsCrF5NO5PS5Se as an isolated structure (wB97M-V/def2-TZVPD).

Geometry as XYZ:
```
98
C42H36AsCrF5NO5PS5Se, DFT wB97M-V/def2-TZVPD
Cr -2.204 0.372 -0.228
O -2.169 -0.585 -2.001
C -3.437 -0.432 -2.651
C -4.536 -0.734 -1.638
N -4.186 -0.278 -0.261
C -4.933 0.877 0.279
C -4.120 1.482 1.439
O -4.675 2.145 2.284
O -2.841 1.197 1.408
C -4.268 -1.395 0.714
C -2.936 -2.115 0.886
O -2.909 -3.253 1.311
O -1.909 -1.374 0.616
H -1.454 -0.238 -2.663
H -3.498 -1.133 -3.484
H -3.517 0.576 -3.052
H -4.687 -1.812 -1.593
H -5.473 -0.275 -1.958
H -5.923 0.584 0.634
H -5.040 1.640 -0.485
H -5.055 -2.097 0.444
H -4.511 -0.986 1.696
F 2.734 -4.103 -6.105
C 2.058 -3.036 -5.653
C 2.596 -1.769 -5.760
F 3.806 -1.610 -6.317
C 1.900 -0.680 -5.270
F 2.496 0.516 -5.378
C 0.652 -0.790 -4.663
Se -0.253 0.734 -3.995
C 0.140 -2.082 -4.590
F -1.059 -2.306 -4.031
C 0.819 -3.189 -5.063
F 0.289 -4.415 -4.948
C 0.581 -0.307 1.880
C -0.194 0.336 3.019
As 0.199 -0.414 4.805
C 0.590 -2.233 4.197
C -0.502 -2.973 3.749
C -0.326 -4.228 3.184
C 0.948 -4.772 3.094
C 2.039 -4.050 3.558
C 1.863 -2.782 4.099
C 2.030 0.237 5.037
C 2.754 -0.239 6.130
C 4.043 0.208 6.383
C 4.624 1.157 5.552
C 3.909 1.650 4.472
C 2.622 1.192 4.216
P 0.283 0.480 0.245
C 1.219 2.025 0.491
C 2.606 2.004 0.664
C 3.291 3.160 0.999
C 2.598 4.348 1.196
C 1.219 4.371 1.061
C 0.532 3.215 0.708
C 1.289 -0.606 -0.817
C 2.306 -0.144 -1.649
C 3.091 -1.042 -2.356
C 2.852 -2.406 -2.262
C 1.802 -2.868 -1.483
C 1.021 -1.975 -0.762
H 0.284 -1.347 1.768
H 1.661 -0.293 2.052
H -1.264 0.221 2.863
H -0.022 1.413 3.089
H -1.504 -2.559 3.790
H -1.188 -4.752 2.792
H 1.093 -5.750 2.653
H 3.038 -4.464 3.481
H 2.730 -2.216 4.422
H 2.306 -0.973 6.792
H 4.591 -0.179 7.234
H 5.628 1.512 5.750
H 4.347 2.396 3.820
H 2.088 1.597 3.365
H 3.154 1.078 0.541
H 4.368 3.131 1.114
H 3.133 5.251 1.463
H 0.669 5.288 1.230
H -0.544 3.244 0.606
H 2.482 0.917 -1.762
H 3.883 -0.669 -2.994
H 3.468 -3.105 -2.815
H 1.583 -3.928 -1.431
H 0.199 -2.346 -0.162
C 0.091 4.133 -2.560
S -0.832 4.257 -4.099
C -2.448 3.665 -3.757
C -3.039 3.043 -2.717
S -2.436 2.641 -1.114
S -4.774 2.806 -2.915
C -4.966 3.400 -4.516
S -6.380 3.396 -5.355
S -3.486 4.032 -5.131
H 1.028 4.647 -2.776
H 0.295 3.095 -2.310
H -0.424 4.634 -1.746
```

Computed properties:
**Energy above the lowest of the compared OMol25 structures with the same formula, charge and spin**: 0.0 kJ/mol
**HOMO (alpha / beta)**: -4.9677 / -4.9652 eV
**<S²>**: 3.788
**E_LUMO (alpha / beta)**: 2.0 / 2.0 eV
**HOMO-LUMO gap (alpha / beta)**: 0.25462 / 0.25521 Eh
**Multiplicity**: 4
**Total charge**: -1

From a Mulliken analysis of the wavefunction, the atomic charges in e read: atom 1 (Cr): -0.703, atom 2 (O): 0.897, atom 3 (C): -0.170, atom 4 (C): -0.854, atom 5 (N): 0.578, atom 6 (C): -0.136, atom 7 (C): 0.348, atom 8 (O): -0.736, atom 9 (O): 0.033, atom 10 (C): -1.197, atom 11 (C): 0.485, atom 12 (O): -0.720, atom 13 (O): -0.134, atom 14 (H): -0.807, atom 15 (H): 0.459, atom 16 (H): 0.049, atom 17 (H): 0.449, atom 18 (H): 0.380, atom 19 (H): 0.432, atom 20 (H): -0.086, atom 21 (H): 0.492, atom 22 (H): 0.334, atom 23 (F): -0.363, atom 24 (C): 0.607, atom 25 (C): 0.475, atom 26 (F): -0.357, atom 27 (C): -0.017, atom 28 (F): -0.446, atom 29 (C): 0.230, atom 30 (Se): -0.333, atom 31 (C): -0.055, atom 32 (F): -0.352, atom 33 (C): 0.190, atom 34 (F): -0.384, atom 35 (C): -0.971, atom 36 (C): -1.469, atom 37 (As): 0.162, atom 38 (C): -0.039, atom 39 (C): -0.178, atom 40 (C): -0.499, atom 41 (C): -0.519, atom 42 (C): -0.731, atom 43 (C): 0.205, atom 44 (C): -0.220, atom 45 (C): -0.286, atom 46 (C): -0.538, atom 47 (C): -0.509, atom 48 (C): -0.685, atom 49 (C): 0.360, atom 50 (P): 2.256, atom 51 (C): 1.243, atom 52 (C): -1.117, atom 53 (C): -0.756, atom 54 (C): -0.844, atom 55 (C): -0.737, atom 56 (C): -0.338, atom 57 (C): 0.363, atom 58 (C): -0.002, atom 59 (C): -1.031, atom 60 (C): -0.793, atom 61 (C): -1.043, atom 62 (C): -0.432, atom 63 (H): 0.191, atom 64 (H): 1.047, atom 65 (H): 0.322, atom 66 (H): 0.631, atom 67 (H): 0.261, atom 68 (H): 0.408, atom 69 (H): 0.388, atom 70 (H): 0.386, atom 71 (H): 0.364, atom 72 (H): 0.368, atom 73 (H): 0.378, atom 74 (H): 0.384, atom 75 (H): 0.367, atom 76 (H): 0.225, atom 77 (H): 0.477, atom 78 (H): 0.536, atom 79 (H): 0.424, atom 80 (H): 0.488, atom 81 (H): 0.460, atom 82 (H): 0.452, atom 83 (H): 0.476, atom 84 (H): 0.434, atom 85 (H): 0.506, atom 86 (H): 0.222, atom 87 (C): -0.358, atom 88 (S): -0.163, atom 89 (C): 0.935, atom 90 (C): -0.810, atom 91 (S): -0.243, atom 92 (S): -0.107, atom 93 (C): 0.117, atom 94 (S): -0.277, atom 95 (S): -0.231, atom 96 (H): 0.400, atom 97 (H): -0.203, atom 98 (H): 0.306



Entry from the Open Molecules 2025 dataset: a 2-piece molecular cluster, C4ClO3 overall (wB97M-V/def2-TZVPD).

Geometry as XYZ:
```
8
C4ClO3, DFT wB97M-V/def2-TZVPD
C 1.584 -0.722 0.216
C 1.380 0.449 -0.187
C -2.196 -1.115 0.861
C 0.528 1.456 -0.422
O 2.066 -1.695 0.672
O -2.497 -1.882 0.116
O 0.648 2.609 -0.765
Cl -1.513 0.900 -0.491
```

Computed properties:
**Energy above the lowest of the compared OMol25 structures with the same formula, charge and spin**: 14.5 kJ/mol
**HOMO**: -4.7168 eV
**E_LUMO**: 3.8 eV
**HOMO-LUMO gap**: 0.31361 Eh
**Total charge**: -1

From a natural (NBO) analysis of the wavefunction, the atomic charges in e read: atom 1 (C): 0.646, atom 2 (C): -0.650, atom 3 (C): 0.474, atom 4 (C): 0.660, atom 5 (O): -0.579, atom 6 (O): -0.546, atom 7 (O): -0.564, atom 8 (Cl): -0.442



Entry from the Open Molecules 2025 dataset: a single C8H13N3O molecule (wB97M-V/def2-TZVPD).

Geometry as XYZ:
```
25
C8H13N3O, DFT wB97M-V/def2-TZVPD
H 1.246 2.352 -0.989
N 1.923 1.782 -0.549
C 1.413 0.855 0.173
C 2.522 -0.146 0.586
O 3.845 0.314 0.235
C 2.200 -1.284 -0.293
N 1.917 -2.059 -1.076
N 0.101 0.622 0.402
C -0.979 1.431 -0.272
C -1.933 0.479 -0.997
C -2.376 -0.855 -0.248
C -1.106 -1.466 0.335
C -0.347 -0.480 1.213
H 2.385 -0.629 1.671
H 3.526 1.176 -0.216
H -0.390 2.136 -0.906
H -1.344 1.968 0.563
H -1.429 0.053 -1.990
H -2.931 1.088 -1.306
H -3.043 -0.534 0.440
H -2.900 -1.293 -1.097
H -1.159 -2.402 1.033
H -0.542 -1.871 -0.416
H -0.953 -0.145 1.973
H 0.354 -1.092 1.731
```

Computed properties:
**Energy above the lowest of the compared OMol25 structures with the same formula, charge and spin**: 282.8 kJ/mol
**HOMO**: -9.2249 eV
**E_LUMO**: 0.6 eV
**HOMO-LUMO gap**: 0.36034 Eh
**Structure (SMILES)**: [H]/N=C(/[C@H](O)C#N)N1CCCCC1

From a natural (NBO) analysis of the wavefunction, the atomic charges in e read: atom 1 (H): 0.347, atom 2 (N): -0.773, atom 3 (C): 0.468, atom 4 (C): -0.047, atom 5 (O): -0.693, atom 6 (C): 0.264, atom 7 (N): -0.327, atom 8 (N): -0.422, atom 9 (C): -0.215, atom 10 (C): -0.405, atom 11 (C): -0.399, atom 12 (C): -0.410, atom 13 (C): -0.223, atom 14 (H): 0.221, atom 15 (H): 0.507, atom 16 (H): 0.206, atom 17 (H): 0.203, atom 18 (H): 0.216, atom 19 (H): 0.221, atom 20 (H): 0.192, atom 21 (H): 0.223, atom 22 (H): 0.205, atom 23 (H): 0.229, atom 24 (H): 0.192, atom 25 (H): 0.221



Entry from the Open Molecules 2025 dataset: a 14-piece molecular cluster, C5H38N2O13 overall (wB97M-V/def2-TZVPD).

Geometry as XYZ:
```
58
C5H38N2O13, DFT wB97M-V/def2-TZVPD
C 2.558 -0.386 2.016
C 1.503 -1.152 1.214
C 0.735 -0.272 0.255
C 0.118 0.881 0.997
C -0.558 1.832 0.351
N -0.838 3.104 0.888
N 2.133 -2.271 0.534
H 2.435 0.668 1.900
H 3.564 -0.686 1.660
H 2.414 -0.589 3.079
H 0.720 -1.500 1.983
H 1.403 0.088 -0.543
H 0.002 -0.840 -0.392
H 0.335 0.980 2.071
H -0.629 1.777 -0.736
H -1.272 3.173 1.787
H -1.380 3.641 0.241
H 1.435 -2.603 -0.128
H 2.471 -3.028 1.096
H -1.411 2.592 3.584
H -2.576 2.033 2.699
O -2.129 1.960 3.559
H 3.550 -1.757 -0.844
H 4.628 -1.264 -1.897
O 3.855 -1.834 -1.764
H 2.805 -0.976 -2.697
H 2.550 0.481 -2.887
O 2.519 -0.350 -3.421
H -2.146 -0.756 -2.098
H -2.955 -0.722 -0.740
O -2.793 -1.240 -1.572
H -2.795 -0.791 1.723
H -4.016 -1.502 0.951
O -3.436 -0.738 0.970
H -1.566 -1.822 3.084
H -1.400 -0.270 3.599
O -1.519 -0.876 2.862
H -1.445 -3.825 1.396
H -0.250 -3.133 2.117
O -1.203 -3.355 2.208
H -2.390 -2.855 -0.964
H -1.069 -3.515 -1.342
O -1.754 -3.541 -0.667
H -1.210 1.097 -3.651
H 0.193 0.895 -3.351
O -0.502 1.544 -3.166
H -4.043 1.324 0.886
H -3.998 2.565 0.062
O -3.734 2.236 0.931
H 2.345 2.352 -3.466
H 2.541 2.864 -2.127
O 2.974 2.228 -2.719
H 1.190 5.186 -0.473
H 1.016 3.724 -0.035
O 1.642 4.337 -0.447
H 0.058 -2.414 -3.007
H 1.043 -1.109 -2.995
O 0.280 -1.588 -2.572
```

Computed properties:
**Energy above the lowest of the compared OMol25 structures with the same formula, charge and spin**: 215.8 kJ/mol
**HOMO**: -8.0885 eV
**E_LUMO**: 0.2 eV
**HOMO-LUMO gap**: 0.30476 Eh

From a natural (NBO) analysis of the wavefunction, the atomic charges in e read: atom 1 (C): -0.629, atom 2 (C): -0.041, atom 3 (C): -0.456, atom 4 (C): -0.256, atom 5 (C): -0.034, atom 6 (N): -0.844, atom 7 (N): -0.874, atom 8 (H): 0.219, atom 9 (H): 0.212, atom 10 (H): 0.210, atom 11 (H): 0.158, atom 12 (H): 0.196, atom 13 (H): 0.251, atom 14 (H): 0.197, atom 15 (H): 0.210, atom 16 (H): 0.366, atom 17 (H): 0.370, atom 18 (H): 0.378, atom 19 (H): 0.372, atom 20 (H): 0.464, atom 21 (H): 0.499, atom 22 (O): -0.958, atom 23 (H): 0.509, atom 24 (H): 0.483, atom 25 (O): -0.966, atom 26 (H): 0.495, atom 27 (H): 0.489, atom 28 (O): -1.008, atom 29 (H): 0.486, atom 30 (H): 0.512, atom 31 (O): -0.999, atom 32 (H): 0.528, atom 33 (H): 0.483, atom 34 (O): -1.017, atom 35 (H): 0.514, atom 36 (H): 0.505, atom 37 (O): -0.992, atom 38 (H): 0.517, atom 39 (H): 0.476, atom 40 (O): -0.981, atom 41 (H): 0.509, atom 42 (H): 0.465, atom 43 (O): -0.995, atom 44 (H): 0.469, atom 45 (H): 0.477, atom 46 (O): -0.944, atom 47 (H): 0.500, atom 48 (H): 0.474, atom 49 (O): -0.973, atom 50 (H): 0.473, atom 51 (H): 0.499, atom 52 (O): -0.947, atom 53 (H): 0.472, atom 54 (H): 0.494, atom 55 (O): -0.973, atom 56 (H): 0.472, atom 57 (H): 0.503, atom 58 (O): -1.021



Entry from the Open Molecules 2025 dataset: a 2-piece molecular cluster, C6H15NO overall (wB97M-V/def2-TZVPD).

Geometry as XYZ:
```
23
C6H15NO, DFT wB97M-V/def2-TZVPD
C -2.411 -1.041 0.731
C -1.619 -2.007 -0.168
C -0.136 -1.656 -0.090
C 0.134 -0.298 -0.751
C 1.183 0.432 -0.414
N 1.364 1.804 -0.646
C 0.707 2.349 -1.835
H -2.277 -1.238 1.827
H -2.215 -0.042 0.367
H -3.440 -1.372 0.661
H -1.865 -1.967 -1.225
H -1.766 -3.070 0.075
H 0.473 -2.393 -0.621
H 0.270 -1.628 0.924
H -0.613 -0.042 -1.490
H 2.078 -0.059 0.051
H 2.310 2.125 -0.486
H -0.258 2.780 -1.544
H 0.521 1.591 -2.616
H 1.233 3.166 -2.312
O 0.914 0.363 2.716
H 0.169 0.427 2.124
H 1.593 -0.275 2.452
```

Computed properties:
**Energy above the lowest of the compared OMol25 structures with the same formula, charge and spin**: 218.7 kJ/mol
**HOMO**: -7.9476 eV
**E_LUMO**: 0.9 eV
**HOMO-LUMO gap**: 0.32554 Eh
**Structure (SMILES)**: CCC/C=C/NC.O

From a natural (NBO) analysis of the wavefunction, the atomic charges in e read: atom 1 (C): -0.630, atom 2 (C): -0.390, atom 3 (C): -0.420, atom 4 (C): -0.337, atom 5 (C): 0.018, atom 6 (N): -0.610, atom 7 (C): -0.424, atom 8 (H): 0.214, atom 9 (H): 0.216, atom 10 (H): 0.212, atom 11 (H): 0.195, atom 12 (H): 0.204, atom 13 (H): 0.202, atom 14 (H): 0.192, atom 15 (H): 0.200, atom 16 (H): 0.186, atom 17 (H): 0.378, atom 18 (H): 0.192, atom 19 (H): 0.190, atom 20 (H): 0.206, atom 21 (O): -0.956, atom 22 (H): 0.486, atom 23 (H): 0.475



Entry from the Open Molecules 2025 dataset: a 7-piece molecular cluster, C4H23N3O7 overall (wB97M-V/def2-TZVPD).

Geometry as XYZ:
```
37
C4H23N3O7, DFT wB97M-V/def2-TZVPD
N 2.189 -0.333 1.379
C 1.196 -1.384 1.314
C 0.397 -1.452 -0.004
N -0.174 -0.177 -0.488
C -1.484 0.153 0.061
C -1.491 0.257 1.572
N -0.862 1.322 2.134
O -2.088 -0.551 2.280
H 2.729 -0.304 0.522
H 1.738 0.567 1.477
H 1.656 -2.368 1.462
H 0.489 -1.297 2.143
H -0.405 -2.184 0.090
H 1.032 -1.836 -0.814
H 0.479 0.585 -0.356
H -2.223 -0.589 -0.231
H -1.846 1.093 -0.372
H -0.756 1.325 3.142
H -0.297 1.958 1.574
O 0.799 2.786 0.168
H 0.384 3.587 -0.183
H 1.773 2.860 0.024
O -2.614 -2.921 0.957
H -2.417 -2.100 1.476
H -3.363 -3.364 1.405
O -0.046 0.961 -3.231
H -0.386 1.783 -3.567
H -0.531 0.717 -2.421
O 2.573 0.813 -2.298
H 1.660 0.912 -2.671
H 3.091 0.358 -2.960
O 3.349 2.656 -0.493
H 3.825 2.097 0.143
H 3.144 2.087 -1.267
O -2.597 -2.846 -1.808
H -1.837 -2.252 -1.930
H -2.663 -2.943 -0.832
```

Computed properties:
**Energy above the lowest of the compared OMol25 structures with the same formula, charge and spin**: 89.7 kJ/mol
**HOMO**: -9.0962 eV
**E_LUMO**: 0.1 eV
**HOMO-LUMO gap**: 0.33940 Eh
**Structure (SMILES)**: NCCNCC(N)=O.O.O.O.O.O.O

From a natural (NBO) analysis of the wavefunction, the atomic charges in e read: atom 1 (N): -0.835, atom 2 (C): -0.243, atom 3 (C): -0.256, atom 4 (N): -0.670, atom 5 (C): -0.333, atom 6 (C): 0.671, atom 7 (N): -0.833, atom 8 (O): -0.663, atom 9 (H): 0.352, atom 10 (H): 0.352, atom 11 (H): 0.197, atom 12 (H): 0.198, atom 13 (H): 0.217, atom 14 (H): 0.194, atom 15 (H): 0.386, atom 16 (H): 0.232, atom 17 (H): 0.211, atom 18 (H): 0.405, atom 19 (H): 0.430, atom 20 (O): -1.020, atom 21 (H): 0.481, atom 22 (H): 0.513, atom 23 (O): -1.003, atom 24 (H): 0.510, atom 25 (H): 0.484, atom 26 (O): -0.967, atom 27 (H): 0.480, atom 28 (H): 0.507, atom 29 (O): -1.001, atom 30 (H): 0.520, atom 31 (H): 0.485, atom 32 (O): -0.978, atom 33 (H): 0.481, atom 34 (H): 0.515, atom 35 (O): -0.972, atom 36 (H): 0.456, atom 37 (H): 0.497